(1)
{"formula": "C4H3BrN", "method": "ωB97M-V/def2-TZVPD", "elements": ["Br", "H", "C", "C", "C", "C", "H", "H", "N"], "positions_angstrom": [[-2.966555, 1.640818, -1.383483], [1.097291, -0.731057, 3.135664], [-1.356655, 1.094451, -1.138271], [-0.381230, 0.197990, -1.088905], [0.865781, -0.656690, 2.203157], [0.589331, -0.243371, -0.205966], [-0.065427, -0.210441, -2.007416], [1.532227, -0.740283, -0.616992], [0.685236, -0.351416, 1.102212]], "forces_ev_per_angstrom": [[-0.611, 0.032, 0.078], [1.323, -0.467, 5.454], [0.744, -0.353, -0.296], [-0.116, 0.672, 1.831], [-1.492, 1.093, -6.252], [2.841, -1.545, -1.289], [-0.226, 0.013, -1.859], [-1.702, 0.774, 0.072], [-0.762, -0.218, 2.260]], "gap_ev": [6.28, 6.23], "total_charge": 1, "fmax_ha_per_bohr": 0.1268, "total_energy_ev": -75715.482}

***

(2)
{"formula": "C4H3BrO", "method": "ωB97M-V/def2-TZVPD", "elements": ["C", "C", "Br", "C", "H", "O", "H", "H", "C"], "positions_angstrom": [[-0.519493, 0.488456, -0.324150], [-1.680454, 0.180933, 0.285503], [2.324195, 1.222642, 0.089110], [0.811717, -0.165530, -0.021424], [-2.443351, 0.906079, 0.005316], [2.287936, -2.125984, 0.068850], [-0.532067, 1.236839, -1.107889], [-1.802611, -0.503571, 1.052486], [1.554129, -1.239861, -0.047802]], "forces_ev_per_angstrom": [[0.280, -2.007, 0.871], [1.414, 2.634, -2.024], [-0.990, -0.643, -0.003], [0.247, 2.405, -0.602], [-0.498, -0.745, 0.206], [-0.069, -0.344, -0.244], [0.346, 0.053, 0.158], [-0.221, -1.200, 1.261], [-0.508, -0.153, 0.377]], "gap_ev": 8.32, "total_charge": 0, "fmax_ha_per_bohr": 0.0702, "total_energy_ev": -76284.008}

***

(3)
{"formula": "C4H3CaN5O3", "method": "ωB97M-V/def2-TZVPD", "elements": ["N", "N", "O", "H", "N", "N", "O", "H", "C", "C", "Ca", "C", "N", "H", "C", "O"], "positions_angstrom": [[-0.172206, -0.153154, 2.734627], [0.471658, -1.323562, 2.938162], [-2.778427, -1.252568, -3.636958], [-0.705572, 1.591497, 3.474714], [-0.390081, 0.183198, 1.496530], [0.175686, -0.837431, 0.757770], [0.112022, 4.910914, -4.052887], [1.198990, -2.586315, 1.308776], [0.112886, 3.785306, -3.843345], [-1.868060, -1.014412, -2.976315], [-0.011607, -0.628348, -1.496294], [1.837618, -0.861536, -3.020307], [-0.838550, 0.615228, 3.683034], [-0.594447, 0.369636, 4.635497], [0.689080, -1.702558, 1.650571], [2.761014, -1.095895, -3.653575]], "forces_ev_per_angstrom": [[-0.679, -0.130, -0.589], [-0.299, 0.880, -1.820], [3.742, 1.010, 2.668], [0.065, 0.284, -0.047], [0.896, -1.572, -0.416], [-0.138, 0.946, 1.949], [0.004, -2.995, 0.520], [0.100, -0.237, 0.543], [-0.006, 2.917, -0.475], [-4.917, -1.269, -3.532], [-0.090, 0.734, 1.241], [4.440, -1.082, -3.054], [0.539, -0.960, -0.115], [0.268, -0.208, -0.080], [-0.622, 0.773, 1.020], [-3.304, 0.909, 2.187]], "gap_ev": 8.17, "total_charge": 2, "fmax_ha_per_bohr": 0.1203, "total_energy_ev": -36209.640}

***

(4)
{"formula": "C4H3CdO5", "method": "ωB97M-V/def2-TZVPD", "elements": ["O", "C", "O", "O", "H", "H", "C", "Cd", "O", "O", "C", "C", "H"], "positions_angstrom": [[-2.169532, 1.550908, -0.659053], [0.013162, -2.681442, -0.578844], [-0.771346, -3.581539, -0.005396], [0.085350, -1.627267, 0.232787], [1.960377, -0.756483, 0.016520], [1.035464, 1.442088, 0.444537], [0.904986, -0.517525, -0.123182], [-1.651788, 0.417224, 0.816287], [-0.974249, 2.986643, -1.939898], [0.440850, -2.726127, -1.702735], [0.325074, 0.716084, 0.032734], [-1.136239, 1.957504, -1.311505], [-1.028720, -4.250466, -0.653434]], "forces_ev_per_angstrom": [[0.315, 2.653, -5.089], [-0.427, 0.517, -1.584], [-0.324, -0.493, 0.563], [0.241, 0.167, -0.392], [-0.194, 0.076, -0.332], [-0.046, 0.208, -0.980], [-0.626, 1.083, 1.574], [0.244, -2.592, 3.790], [1.186, -3.716, 1.110], [0.249, -0.244, 0.477], [2.286, -0.899, -0.324], [-3.213, 3.188, 1.273], [0.306, 0.052, -0.085]], "gap_ev": [5.21, 8.23], "multiplicity": 2, "total_charge": 0, "fmax_ha_per_bohr": 0.1118, "total_energy_ev": -18993.121}